Molecular formula: C4H12N2P
Method: DFT, ωB97M-V with the def2-TZVPD basis set

- Energy: -610.0755 Eh
- Structure (SMILES): CCC/N=[N+](/C)P
- Energy relative to the best compared isomer or geometry (same formula, charge and spin): 3.6450 eV
- HOMO-LUMO gap: 10.009 eV

```
! wB97M-V def2-TZVPD RIJCOSX def2/J DEFGRID3
* xyz 1 1
C 1.094 -0.685 -2.465
C 0.560 0.564 -1.687
C 0.933 0.739 -0.187
N 0.394 -0.239 0.596
N -0.560 -0.016 1.287
C -1.078 -1.530 2.126
P -1.724 1.355 1.277
H 0.898 -1.686 -2.158
H 0.706 -0.672 -3.458
H 2.154 -0.533 -2.512
H -0.501 0.746 -1.775
H 1.002 1.354 -2.158
H 1.979 0.660 0.052
H 0.747 1.841 0.274
H -0.214 -1.971 2.570
H -1.615 -2.154 1.441
H -1.903 -1.056 2.792
H -0.750 2.289 1.468
H -2.122 0.993 2.517
*
```